69
Properties=species:S:1:pos:R:3:forces:R:3:lowdin_charge:R:1 method="wB97M-V/def2-TZVPD" orbital_gap_ev=7.4 charge=+1 multiplicity=1
La -0.03873 0.13738 -0.57439 1.261 0.399 2.691 1.8746
O -0.90682 6.13033 -0.80626 0.331 0.338 -0.283 0.1357
C -1.68798 5.60004 0.10508 -0.068 -0.573 0.190 -0.5191
O -2.17045 6.22643 1.01238 -0.144 0.159 -0.014 0.1112
C -1.95282 4.12410 0.01557 0.096 -0.121 -0.029 -0.0419
C -3.01535 3.47698 0.62796 0.388 0.396 -0.241 0.0253
N -2.85275 2.16254 0.42642 0.101 0.141 -0.132 0.0456
N -1.74250 1.90291 -0.26999 -0.611 0.828 -0.184 -0.0553
C -1.18285 3.08275 -0.54794 -0.436 0.199 0.124 -0.1338
C 0.10011 3.10958 -1.35961 -0.231 0.839 0.063 -0.5745
O 0.51573 4.17923 -1.79317 -0.125 0.057 0.024 0.0819
O 0.66967 1.98600 -1.49375 0.815 1.983 -1.399 -0.2500
H -0.40759 5.47141 -1.37283 -0.282 -0.064 0.372 0.0807
H -3.84520 3.89742 1.15908 -0.186 0.024 0.146 0.1450
H -3.48377 1.41296 0.67819 0.176 0.130 -0.064 0.1755
Br -4.32183 -1.45073 -2.75700 0.097 -0.318 0.238 0.8000
C -3.33684 -2.48801 -1.50419 0.585 0.821 -0.038 -0.5865
C -3.85342 -3.68219 -1.00880 0.140 -0.540 0.334 -0.1524
C -3.14305 -4.41790 -0.08607 -0.348 -0.053 -0.136 -0.6109
Br -3.88977 -6.03443 0.58563 0.094 0.227 -0.139 0.7953
C -1.88932 -3.97159 0.39078 0.059 0.369 -0.203 -0.1869
C -1.08616 -4.64425 1.33604 0.196 0.203 0.151 -0.0066
C 0.08890 -4.07653 1.75905 -0.090 -0.163 -0.074 -0.0238
C 0.47793 -2.83214 1.24637 -0.041 0.063 -0.146 -0.1189
N -0.22344 -2.18229 0.33905 0.095 -1.378 0.630 -0.0446
C -1.38612 -2.73469 -0.10725 -0.484 -0.197 -0.138 -0.1716
C -2.10899 -1.96433 -1.08394 -1.443 -1.609 -0.026 -0.4401
O -1.64341 -0.84197 -1.52368 -1.978 -1.144 -1.580 -0.3717
H -4.81386 -4.02458 -1.36707 -0.008 -0.060 0.054 0.1045
H -1.40839 -5.59275 1.74012 -0.040 -0.060 -0.051 0.0878
H 0.72911 -4.58015 2.46679 -0.016 -0.015 0.093 0.1144
H 1.38631 -2.34985 1.59359 0.005 -0.022 -0.011 0.1080
C 2.97825 3.65201 0.28010 0.600 -0.043 -0.535 -0.0105
N 1.92039 3.45301 1.23386 -0.848 -0.495 0.144 -0.0921
C 1.20355 4.41421 1.89895 -0.355 0.185 0.533 -0.0028
C 0.28513 3.79041 2.67014 0.044 0.376 -0.128 -0.0068
N 0.40788 2.43162 2.43992 0.581 0.513 -0.714 0.0060
C 1.43323 2.24107 1.55434 0.213 -0.360 0.375 -0.7175
S 2.12133 0.76275 1.13094 1.298 -0.281 0.726 0.6362
C -0.36280 1.41210 3.02764 -0.314 -0.683 0.342 -0.2730
C -0.54402 1.40984 4.40744 0.025 0.104 -0.342 0.0313
C -1.29324 0.39490 4.97662 0.011 -0.080 -0.304 -0.0202
C -1.81395 -0.58384 4.14072 -0.007 0.166 0.087 -0.0259
C -1.58930 -0.48580 2.77917 0.047 0.006 0.013 -0.1173
N -0.86886 0.48364 2.20974 0.110 0.283 0.324 0.0645
H 3.12508 4.71594 0.12277 -0.055 0.025 0.043 0.1098
H 2.70794 3.17992 -0.66792 0.040 0.105 0.133 0.0847
H 3.89944 3.19845 0.64746 -0.048 0.053 0.028 0.0993
H 1.39377 5.46145 1.77679 0.037 0.165 -0.042 0.1440
H -0.45706 4.18896 3.33010 -0.186 0.124 0.039 0.1388
H -0.08611 2.18426 5.00171 0.033 0.060 0.094 0.1265
H -1.45679 0.36738 6.04356 0.017 -0.035 0.051 0.1223
H -2.38644 -1.40855 4.53096 -0.112 -0.070 0.039 0.1159
H -2.01073 -1.21391 2.10004 -0.021 -0.164 -0.021 0.1073
N 3.73483 -4.32835 -5.31405 -0.093 -0.202 -0.290 0.1880
C 4.18485 -3.60866 -4.26874 -0.078 0.000 -0.068 -0.4970
O 5.31227 -3.70462 -3.84067 0.142 0.071 0.136 0.0860
C 3.19437 -2.68168 -3.60381 -0.187 0.353 0.399 -0.0932
C 3.69164 -1.85929 -2.59510 -0.041 -0.150 -0.113 0.0333
C 2.82418 -1.06586 -1.86989 0.222 -0.068 -0.071 -0.1098
N 1.50466 -1.03608 -2.09838 0.909 -0.730 -1.083 -0.0922
C 1.03231 -1.78600 -3.10048 -0.059 -0.128 -0.204 -0.1015
C 1.82980 -2.61830 -3.87048 0.227 0.035 0.102 0.0202
H 4.38822 -4.95159 -5.76093 -0.025 0.042 0.002 0.1253
H 2.83395 -4.20235 -5.73705 0.045 0.028 0.039 0.0951
H 4.75104 -1.87583 -2.38662 0.023 0.001 0.063 0.1286
H 3.19980 -0.43372 -1.07049 -0.066 -0.015 -0.086 0.0704
H -0.03422 -1.72062 -3.29727 0.067 -0.017 0.086 0.1166
H 1.36928 -3.20857 -4.64728 -0.101 -0.031 -0.018 0.1127